1.
# C4H10O

One molecule with the formula C4H10O (ωB97M-V/def2-TZVPD, the Open Molecules 2025 dataset).

Values from the calculation:
Kohn-Sham gap: 11.221 eV
LUMO level: 1.010 eV
SMILES: CC[C@@H](C)O
Energy above the lowest of the compared OMol25 structures with the same formula, charge and spin: 3.4 kcal per mole

Each line ends with the Mulliken charge.
Cartesian coordinates (Å):
C -1.11597 1.30347 -0.97667  -1.23
C 0.18533 0.57749 -0.64770  -0.32
C -0.02536 -0.71340 0.14680  0.29
C 1.27782 -1.46328 0.37014  -1.40
O -0.56508 -0.43309 1.43604  -0.56
H -1.70765 1.46660 -0.06877  0.30
H -1.72508 0.72797 -1.68475  0.31
H -0.92529 2.28459 -1.42340  0.34
H 0.72558 0.34169 -1.57453  0.29
H 0.83801 1.22922 -0.05264  0.31
H -0.72047 -1.36379 -0.41034  0.30
H 1.73673 -1.74437 -0.58370  0.37
H 1.98119 -0.83248 0.92484  0.34
H 1.09645 -2.36873 0.95636  0.33
H -1.52604 -0.42659 1.37190  0.33

2.
# C5H6Br2ClO4S

A 2-piece molecular cluster, C5H6Br2ClO4S overall in a non-equilibrium geometry (ωB97M-V/def2-TZVPD, the Open Molecules 2025 dataset).

Values from the calculation:
Net charge: -1
Kohn-Sham gap: 7.347 eV
LUMO level: 2.992 eV
Energy above the lowest of the compared OMol25 structures with the same formula, charge and spin: 11.7 kcal per mole

Each line ends with the Mulliken charge.
Cartesian coordinates (Å):
C 0.63876 -2.07440 1.24317  0.83
C -1.34420 0.75817 0.35366  -1.03
C -2.55574 -0.24339 0.31797  -0.42
C 2.40857 0.49387 -0.97925  -0.60
C 1.44321 0.49283 0.15254  -0.39
O -0.26174 -1.77782 1.90393  -0.47
O 1.57810 -2.44087 0.69777  -0.36
O -0.17929 0.98997 -1.92026  -0.70
O -0.41915 -1.26494 -0.94958  -0.68
S -0.09581 0.16044 -0.76376  1.22
Cl -4.07318 0.53595 1.03015  -0.28
Br 4.27607 0.17461 -0.33996  -0.25
Br 1.37592 2.34555 0.79282  -0.25
H -1.63593 1.67032 -0.14631  0.54
H -0.94763 0.93482 1.35381  0.48
H -2.27109 -1.14906 0.98851  0.24
H -2.79132 -0.44955 -0.65111  0.42
H 2.34569 -0.57066 -1.35051  0.30
H 2.50875 1.41415 -1.73360  0.40

3.
# C31H32N2O9P2Si2

C31H32N2O9P2Si2 as an isolated structure in a non-equilibrium geometry (ωB97M-V/def2-TZVPD, the Open Molecules 2025 dataset).

Values from the calculation:
Kohn-Sham gap: 7.495 eV
LUMO level: -1.088 eV

Each line ends with the Mulliken charge.
Cartesian coordinates (Å):
N -2.49886 6.55767 3.79754  -0.66
P -2.02905 5.21546 4.48404  0.20
Si -1.47356 3.75649 2.84613  0.44
O -1.97780 4.39320 1.42355  -0.18
Si -3.13953 3.59598 0.51482  0.38
C -4.82962 4.34431 0.81305  -1.26
C -5.17968 4.61244 2.26528  0.84
O -6.32204 5.48271 2.32325  -0.60
C -5.58704 3.38423 3.08606  -0.74
N -5.62936 2.14340 2.33563  -0.46
P 0.74692 3.52410 2.96781  0.88
O 1.05787 2.75895 4.15793  -0.65
O 1.32427 2.85694 1.64221  -0.50
O 1.44752 4.94474 3.01332  -0.52
H -1.95709 7.35548 4.09917  0.22
H -3.03598 4.57136 5.24255  0.05
H -0.92367 5.40833 5.33249  0.11
H -2.06851 2.43845 3.12569  -0.06
H -3.15791 2.16661 0.88053  -0.09
H -2.82569 3.65521 -0.92627  -0.23
H -4.80720 5.31381 0.32858  0.47
H -5.60383 3.79321 0.30874  0.48
H -4.37748 5.14154 2.76535  -0.10
H -6.17412 6.22535 1.71986  0.33
H -4.91211 3.29160 3.92470  0.33
H -6.55740 3.61249 3.50758  0.35
H -6.24599 2.20206 1.54341  0.18
H -5.86127 1.35815 2.92087  0.21
H 0.99823 1.93840 1.61557  0.24
H 2.09657 4.98160 2.28602  0.33
C 4.29211 -0.22084 4.58135  -0.75
C 3.61241 0.50810 3.61074  -0.24
C 3.47766 -0.00413 2.33383  -0.52
C 4.02163 -1.24037 2.01618  0.16
C 4.71944 -1.96330 2.98610  0.24
C 4.84468 -1.45125 4.27074  -0.58
C 5.34759 -3.27414 2.65785  0.56
O 5.94832 -3.90774 3.49836  -0.67
C 5.21866 -3.78334 1.26157  0.28
C 5.83420 -4.97788 0.91618  -0.63
C 5.71123 -5.47077 -0.37065  -0.48
C 4.96599 -4.77711 -1.31808  -0.62
C 4.35404 -3.58325 -0.98198  -0.51
C 4.48457 -3.07821 0.30485  0.28
C 3.84330 -1.77868 0.64092  0.40
O 3.19054 -1.17629 -0.18846  -0.59
H 4.39127 0.17624 5.58216  0.42
H 3.18772 1.47357 3.85157  0.29
H 2.95344 0.55587 1.57309  0.64
H 5.37640 -2.01957 5.02017  0.48
H 6.40807 -5.51522 1.65721  0.48
H 6.19509 -6.40009 -0.63838  0.40
H 4.86608 -5.16875 -2.32111  0.42
H 3.77602 -3.03677 -1.71400  0.53
C -2.21371 -2.91018 -8.21507  -0.48
C -2.29222 -4.22437 -7.76684  -0.47
C -1.91530 -4.54144 -6.47459  -0.57
C -1.44839 -3.54716 -5.62584  0.23
C -1.35134 -2.23096 -6.08227  0.17
C -1.74423 -1.91625 -7.37587  -0.55
C -0.81409 -1.15280 -5.20338  0.53
O -0.73660 -0.00903 -5.59835  -0.66
C -0.37035 -1.52339 -3.83044  0.39
C 0.18166 -0.54753 -3.01029  -0.99
C 0.58936 -0.87006 -1.72932  -0.35
C 0.43800 -2.16939 -1.25630  -0.47
C -0.10735 -3.14669 -2.06783  -0.70
C -0.50619 -2.83137 -3.36045  0.29
C -1.06266 -3.90446 -4.23063  0.55
O -1.19505 -5.03769 -3.81969  -0.66
H -2.51642 -2.66366 -9.22365  0.40
H -2.65017 -5.00137 -8.42847  0.40
H -1.97885 -5.55933 -6.11806  0.47
H -1.67641 -0.89404 -7.71900  0.47
H 0.29303 0.46046 -3.38313  0.49
H 1.02897 -0.11353 -1.09666  0.56
H 0.75397 -2.41742 -0.25276  0.45
H -0.22269 -4.15863 -1.70682  0.49

4.
# C13H16N4O3Ti

C13H16N4O3Ti as an isolated structure in a non-equilibrium geometry (ωB97M-V/def2-TZVPD, the Open Molecules 2025 dataset).

Values from the calculation:
Expectation value of S²: 0.75
Net charge: +1
Kohn-Sham gap (spin up / spin down): 8.274 / 8.053 eV
LUMO level (spin up / spin down): -2.955 / -3.226 eV
2S+1: 2
Energy above the lowest of the compared OMol25 structures with the same formula, charge and spin: 0.0 kcal per mole

Each line ends with the Mulliken spin population.
Cartesian coordinates (Å):
Ti -0.64775 0.12353 -1.09412  0.92
C -4.72471 -0.68398 -0.63342  0.00
C -3.29988 -0.65431 -0.19495  0.02
O -2.42554 -0.45778 -1.18936  0.01
C -2.90444 -0.84896 1.08983  -0.01
C -1.53809 -0.88050 1.55899  0.05
C -1.22416 -1.40130 2.92080  0.00
N -0.60377 -0.46117 0.76235  -0.03
N 0.75657 -0.56352 1.12423  0.01
C 1.49464 -0.76207 0.07319  -0.01
O 0.99041 -0.86525 -1.16337  0.01
C 2.95833 -0.89599 0.20309  0.00
C 3.71394 -1.24849 -0.91161  0.00
C 5.08832 -1.39157 -0.79366  0.00
C 5.70350 -1.17856 0.43057  0.00
C 4.95013 -0.82446 1.54327  0.00
C 3.57805 -0.68438 1.43346  0.00
H -4.91944 -1.60968 -1.17888  0.00
H -4.92519 0.14136 -1.31703  0.00
H -5.40974 -0.62652 0.20864  0.00
H -3.67313 -1.05336 1.82107  0.00
H -2.13675 -1.60187 3.47452  0.00
H -0.60345 -0.69175 3.46746  0.00
H -0.64638 -2.32327 2.83883  0.00
H 3.22302 -1.41639 -1.85914  0.00
H 5.67487 -1.67077 -1.65853  0.00
H 6.77622 -1.29017 0.52169  0.00
H 5.43385 -0.65875 2.49650  0.00
H 2.98295 -0.41290 2.29429  0.00
N -1.05103 4.29778 -1.78900  0.00
C -1.42897 3.02289 -1.88109  0.01
N -2.60622 2.71364 -2.43364  0.00
O -0.65737 2.12981 -1.42399  0.00
H -1.60849 5.06608 -2.11764  0.00
H -0.15037 4.48701 -1.38279  0.00
H -3.21893 3.41940 -2.80361  0.00
H -2.92103 1.75623 -2.43696  0.00

5.
# FHO4

FHO4 as an isolated structure in a non-equilibrium geometry (ωB97M-V/def2-TZVPD, the Open Molecules 2025 dataset).

Values from the calculation:
Kohn-Sham gap (spin up / spin down): 9.330 / 9.165 eV
LUMO level (spin up / spin down): -2.073 / -1.633 eV
Energy above the lowest of the compared OMol25 structures with the same formula, charge and spin: 7.9 kcal per mole

Each line ends with the Mulliken charge.
Cartesian coordinates (Å):
O -1.06389 0.20291 -0.21918  -0.20
O -1.87071 1.20079 0.19797  -0.18
O 1.93479 0.52683 -0.61890  -0.05
O 1.13140 0.14882 0.22024  0.32
F 0.98104 -1.40777 0.17281  -0.28
H -1.11262 -0.67159 0.24707  0.40

6.
# C19H30F6NO5

An isolated ion of composition C19H30F6NO5 and charge +1 in a non-equilibrium geometry (ωB97M-V/def2-TZVPD, the Open Molecules 2025 dataset).

Values from the calculation:
Net charge: +1
Kohn-Sham gap: 9.792 eV
LUMO level: -2.991 eV
SMILES: COCCCC[C@H]1O[C@@H](CCCC(=O)O)[C@@](CC=O)(CCCC(F)(F)C(F)(F)F)[N@@H+]1F

Each line ends with the Mulliken charge.
Cartesian coordinates (Å):
C 3.96748 0.67333 2.50071  -0.64
O 3.57200 -0.69858 2.61928  -0.41
C 3.61022 -1.30857 1.33438  -0.09
C 2.77648 -2.60186 1.33597  -0.58
C 2.61568 -3.22546 -0.08095  -0.83
C 1.16176 -3.14321 -0.62294  -1.03
C 0.73727 -1.68802 -0.80085  1.16
O 0.39442 -1.24620 -2.07763  -0.52
C 0.04208 0.13160 -1.85773  -0.16
C -0.43691 0.98662 -3.04186  -0.80
C 0.80101 1.75805 -3.63292  -0.86
C 0.96597 3.19660 -3.03783  -0.52
C 2.16149 3.30964 -2.09806  0.41
O 3.22294 2.92361 -2.41495  -0.49
O 2.02135 3.87377 -0.84134  -0.47
C -0.72841 0.23630 -0.43865  -0.01
C 0.05117 1.36886 0.26904  0.35
C -0.56806 1.85313 1.59792  -0.30
O -0.90022 2.97735 1.66848  -0.46
C -2.23657 0.40033 -0.66882  -1.09
C -3.10710 0.29108 0.62483  -0.86
C -4.28898 -0.69220 0.50118  -0.99
C -5.15895 -0.76679 1.75570  0.82
F -5.98196 -1.82479 1.65668  -0.31
F -5.95447 0.31636 1.86864  -0.30
C -4.36404 -0.87546 3.08661  0.66
F -5.11274 -1.31223 4.06296  -0.27
F -3.36552 -1.74301 2.89013  -0.27
F -3.88938 0.28758 3.48086  -0.24
N -0.44084 -1.16970 -0.00619  0.56
F -0.43426 -1.42276 1.33724  -0.16
H 4.49969 1.01536 3.39453  0.31
H 4.59058 0.83138 1.60784  0.35
H 3.04025 1.27548 2.41373  0.13
H 3.19502 -0.56372 0.62114  0.12
H 4.65764 -1.51602 1.05190  0.34
H 3.35516 -3.31585 1.94163  0.44
H 1.82087 -2.45111 1.86124  0.16
H 3.33831 -2.74493 -0.75807  0.45
H 2.87535 -4.28852 -0.01790  0.46
H 1.19114 -3.60753 -1.62057  0.37
H 0.52256 -3.72886 0.05112  0.39
H 1.57216 -1.08721 -0.38683  -0.64
H 1.02074 0.58179 -1.60357  0.45
H -0.86870 0.40926 -3.86954  0.63
H -1.15885 1.76163 -2.76205  0.20
H 1.74047 1.20846 -3.49027  0.51
H 0.65700 1.86477 -4.71457  0.44
H 0.05871 3.51227 -2.49991  0.38
H 1.13145 3.88899 -3.87322  0.38
H 2.33992 3.20777 -0.21430  0.30
H 0.07015 2.21869 -0.42167  -0.17
H 1.05914 0.97533 0.49323  0.10
H -0.67375 1.20692 2.49843  0.44
H -2.55341 -0.42397 -1.33946  0.63
H -2.49528 1.33487 -1.17423  0.37
H -3.54207 1.28614 0.80984  0.48
H -2.47716 0.08122 1.50017  0.39
H -4.96179 -0.34509 -0.29942  0.43
H -3.93263 -1.68687 0.19494  0.30
H -1.20560 -1.76600 -0.36401  0.54

| no. | DFT total energy (eV) |
| --- | --- |
| 1 | -6357.654 |
| 2 | -176915.522 |
| 3 | -88410.854 |
| 4 | -48956.578 |
| 5 | -10912.592 |
| 6 | -48211.739 |